Entry 1:
Molecular formula: C8H17OP
Method: DFT, ωB97M-V/def2-TZVPD

Results
molar mass: 160.197 g/mol
ΔE to the lowest compared entry with this formula, charge and spin: 328.6 kJ/mol
DFT total energy: -19903.9376 eV
LUMO (spin up / spin down): 0.56 / 0.56 eV
HOMO (spin up / spin down): -0.2482 / -0.2482 hartree
spin multiplicity: 1
frontier orbital gap (spin up / spin down): 0.2688 / 0.2688 hartree
net charge: 0

XYZ file:
```
27
Properties=species:S:1:pos:R:3:forces:R:3:mulliken_charge:R:1
P 0.3332 -0.4944 -0.1719 -0.78 -0.16 1.39 0.399
O -2.9838 0.6730 -0.6072 -0.47 0.09 -0.40 -0.449
C 2.6289 1.0126 -0.7720 -0.25 -0.01 -0.04 -1.354
C 1.3507 1.5823 1.3142 -0.19 -0.02 -0.24 -1.514
C 0.0249 -0.8450 -1.9367 0.20 -0.26 0.39 -1.292
C 0.1651 -2.5726 1.1686 0.45 2.08 -1.77 -1.169
C -2.5673 -0.5914 -0.0896 -0.10 -0.31 0.08 -0.540
C 1.3164 0.9195 -0.0419 -0.09 -1.37 0.18 0.691
C -1.3053 0.0303 0.5155 0.63 -0.24 0.18 -0.258
C -1.8773 1.3514 -0.0056 0.20 0.28 0.01 -0.518
H 2.2161 1.2687 1.9029 0.09 -0.02 0.12 0.346
H -2.4290 -1.3315 -0.8827 -0.01 -0.01 0.05 0.227
H 2.6136 0.4749 -1.7173 0.11 0.01 -0.12 0.261
H -0.7182 -0.1362 -2.3038 0.03 -0.03 0.02 0.386
H -2.2048 2.0540 0.7662 0.05 -0.02 -0.01 0.276
H 0.8989 -3.2538 0.7736 0.17 -0.24 -0.04 0.398
H 2.8311 2.0639 -0.9821 0.09 0.08 -0.10 0.380
H -1.2592 -0.0597 1.6007 0.05 0.02 -0.08 0.690
H 0.4528 1.3675 1.8890 -0.04 0.12 0.17 0.324
H 0.9518 -0.7246 -2.4932 -0.02 -0.01 -0.03 0.446
H -0.8498 -2.9139 1.0579 -0.32 -0.09 -0.03 0.354
H 3.4657 0.6386 -0.1768 0.14 -0.03 0.04 0.311
H -3.2806 -0.9799 0.6451 0.08 -0.02 -0.06 0.300
H 1.4202 2.6645 1.1880 0.01 0.10 0.04 0.362
H 0.4033 -2.2107 2.1547 0.05 0.12 0.25 0.331
H -0.3353 -1.8651 -2.0528 -0.02 -0.01 -0.07 0.323
H -1.2621 1.8775 -0.7428 -0.05 -0.05 0.10 0.289
```
Forces are in eV/Å.

***

Entry 2:
Molecular formula: C8H18BINO2
Method: DFT, ωB97M-V/def2-TZVPD

Results
SMILES: COB(O)[C@H]1CC[N@H+](CCCI)C1
molar mass: 297.953 g/mol
DFT total energy: -22945.2242 eV
LUMO: -2.93 eV
HOMO: -0.4704 hartree
spin multiplicity: 1
frontier orbital gap: 0.3627 hartree
net charge: +1

XYZ file:
```
31
Properties=species:S:1:pos:R:3:forces:R:3:mulliken_charge:R:1
I -2.9115 1.7674 -1.8812 0.12 0.08 0.17 0.066
O 2.8854 0.9599 0.9980 0.34 -0.73 -0.40 -0.504
O 2.4004 2.0348 -1.0739 -0.50 0.69 0.32 -0.503
N -0.7641 -1.4350 0.2543 -0.16 0.90 0.23 0.154
C -1.7086 -0.6843 1.1798 -0.82 -0.45 -0.06 -0.686
C 0.3573 -0.2757 -1.6098 -0.68 0.41 0.33 -0.734
C -0.8214 -1.1999 -1.2362 0.96 -1.22 -1.15 -0.593
C 0.6612 -1.0092 0.5759 -0.11 -0.39 -0.44 -1.043
C -2.9661 1.3630 0.2159 -0.03 -0.52 0.16 -1.202
C 0.7750 0.2509 -0.2328 -0.01 0.69 -0.55 0.754
C 4.1639 0.3282 0.7670 -0.01 0.35 0.53 -0.685
C -3.0067 -0.1261 0.6055 0.09 0.47 -0.12 -0.666
B 2.0982 1.1246 -0.0999 -0.05 -0.16 0.05 0.453
H -1.9805 -1.4115 1.9357 0.09 -0.21 0.15 0.417
H -2.1330 1.8353 0.7207 0.22 0.30 -0.22 0.454
H 4.0746 -0.7347 0.9670 -0.02 -0.22 -0.10 0.268
H -0.0297 0.9655 -0.0228 -0.14 0.01 0.64 -0.296
H 1.1416 -0.8458 -2.0896 0.20 -0.11 -0.09 0.410
H -3.4187 -0.7404 -0.1871 -0.04 -0.17 -0.12 0.460
H -3.8604 1.8448 0.5788 -0.23 0.17 -0.12 0.541
H -0.9427 -2.4263 0.3845 0.23 -0.02 0.26 0.415
H 4.8661 0.7402 1.4779 0.16 0.12 0.09 0.259
H 0.8918 -0.9918 1.6309 -0.31 0.07 0.26 0.337
H 1.2664 -1.7552 0.0698 0.39 -0.22 0.28 0.436
H -0.5648 -2.1640 -1.6738 -0.20 -0.28 0.15 0.378
H 1.6578 2.6564 -1.1972 0.53 -0.42 -0.52 0.331
H -1.1770 0.0996 1.6999 0.41 0.14 -0.13 0.419
H -1.7948 -0.9931 -1.6509 -0.31 0.62 0.47 0.298
H -3.7237 -0.1783 1.4189 -0.12 -0.18 0.18 0.409
H 4.5383 0.5024 -0.2367 -0.02 0.06 -0.17 0.334
H 0.0255 0.4983 -2.2887 0.03 0.20 -0.08 0.320
```
Forces are in eV/Å.